DFT (ωB97M-V/def2-TZVPD) results for a cluster of 9 separate species, C5H29N2O9 in total.

The energy relative to the best compared isomer or geometry (same formula, charge and spin) is 2.538 eV. The electronic energy comes out at -994.58469 Eh. The HOMO energy comes out at -0.21738 hartree.

```
! RIJCOSX wB97M-V def2-TZVPD def2/J DEFGRID3
* xyz -1 1
N -1.47 -1.80 3.43
C -1.33 -0.37 3.08
C -0.39 -0.28 1.86
C -2.59 0.48 2.84
N -2.44 1.92 2.63
C -2.44 2.23 1.19
C -1.25 3.09 0.66
O -1.16 2.79 -0.71
H -2.43 -2.12 3.44
H -1.04 -2.39 2.70
H -0.82 0.01 4.04
H -0.17 0.75 1.56
H 0.64 -0.68 1.92
H -0.86 -0.92 1.13
H -3.31 0.39 3.68
H -3.12 0.00 2.00
H -1.67 2.27 3.19
H -3.35 2.83 0.98
H -2.70 1.42 0.46
H -0.30 2.95 1.22
H -1.55 4.14 0.68
H 1.26 2.85 -3.66
H 0.64 1.51 -3.46
O 0.91 2.11 -4.18
H 3.42 0.08 -0.82
H 3.98 -0.47 -2.27
O 3.48 0.28 -1.93
H 1.47 0.62 -1.11
H -0.68 1.95 -0.92
O 0.77 0.74 -1.79
H 2.68 -2.36 -0.92
H 0.92 -2.01 -1.50
O 2.10 -2.26 -0.16
H -0.92 -4.10 -1.66
H -0.95 -4.20 -0.21
O -1.10 -4.78 -0.97
H 0.55 -2.19 -2.94
H 0.15 0.03 -1.50
O 0.18 -2.35 -2.05
H 2.32 -1.36 0.23
H 3.79 0.74 0.80
O 3.20 0.05 0.48
H 2.11 -0.76 -4.51
H 1.89 0.00 -3.26
O 1.56 -0.82 -3.71
*
```

=====

DFT (ωB97M-V/def2-TZVPD) results for a cluster of 2 separate species, C3H12NSi in total.

Its expectation value of S² is 2.01. The energy relative to the best compared isomer or geometry (same formula, charge and spin) is 0.000 eV. The electronic energy comes out at -465.26415 Eh. The HOMO energy (spin up / spin down) comes out at -0.41465 / -0.51749 hartree.

```
! RIJCOSX wB97M-V def2-TZVPD def2/J DEFGRID3
* xyz 1 3
C -1.60 1.55 -0.09
C 1.32 0.39 -0.53
C -1.31 0.28 0.62
N 2.27 -0.37 0.33
Si -1.18 -1.45 -0.12
H -1.13 2.32 0.35
H -2.75 1.69 0.00
H -1.35 1.44 -1.10
H 1.24 1.27 -0.02
H 1.62 0.31 -1.53
H -1.37 0.21 1.63
H 3.17 -0.04 0.46
H 2.25 -1.33 0.08
H 1.95 -0.47 1.28
H -0.28 -2.25 0.53
H -0.84 -1.23 -1.51
H -2.59 -1.90 0.35
*
```

=====

DFT (ωB97M-V/def2-TZVPD) results for the molecule C22H22ClN3O3.

The energy relative to the best compared isomer or geometry (same formula, charge and spin) is 1.916 eV. The electronic energy comes out at -1701.72690 Eh. As for the structure (SMILES): COc1ccc(N2C(=O)C(Cl)=C(N3CCN(Cc4ccccc4)CC3)C2=O)cc1. The HOMO energy comes out at -0.29419 hartree.

```
! RIJCOSX wB97M-V def2-TZVPD def2/J DEFGRID3
* xyz 0 1
C 7.66 1.58 0.28
O 6.44 2.11 -0.19
C 5.34 1.33 -0.15
C 5.30 0.01 0.28
C 4.11 -0.70 0.27
C 2.94 -0.10 -0.16
N 1.72 -0.81 -0.13
C 1.33 -1.65 0.94
O 1.99 -1.87 1.92
C 0.00 -2.12 0.59
Cl -0.78 -3.18 1.71
C -0.41 -1.60 -0.60
N -1.53 -1.78 -1.32
C -2.73 -2.33 -0.72
C -3.58 -1.17 -0.18
N -3.93 -0.29 -1.28
C -4.90 0.74 -0.93
C -4.39 1.73 0.09
C -3.72 2.88 -0.32
C -3.18 3.75 0.61
C -3.30 3.49 1.96
C -3.99 2.36 2.38
C -4.53 1.49 1.45
C -2.74 0.23 -1.92
C -1.88 -0.93 -2.44
C 0.75 -0.75 -1.09
O 0.83 -0.13 -2.13
C 2.97 1.23 -0.60
C 4.15 1.92 -0.60
H 7.98 0.72 -0.33
H 8.39 2.38 0.17
H 7.60 1.28 1.33
H 6.19 -0.49 0.64
H 4.10 -1.72 0.62
H -2.48 -3.02 0.08
H -3.28 -2.86 -1.50
H -4.50 -1.57 0.25
H -3.01 -0.66 0.61
H -5.78 0.22 -0.54
H -5.17 1.25 -1.85
H -3.62 3.09 -1.38
H -2.65 4.63 0.27
H -2.88 4.17 2.69
H -4.10 2.16 3.43
H -5.06 0.61 1.78
H -3.04 0.86 -2.76
H -2.12 0.84 -1.23
H -0.99 -0.56 -2.93
H -2.47 -1.53 -3.14
H 2.06 1.70 -0.94
H 4.19 2.95 -0.94
*
```